A cluster of 2 separate species, C5H10O in total. Source: the OMol25 dataset; level of theory: wB97M-V/def2-TZVPD.

Structure (ORCA input):
```
! wB97M-V def2-TZVPD RIJCOSX def2/J DEFGRID3
* xyz 0 1
O 1.863 0.272 -1.786
C 1.131 -0.334 0.181
C 0.875 -1.780 0.106
C -1.428 0.017 1.323
C 0.985 0.517 -0.952
C 0.069 1.709 -1.056
H -1.675 -0.789 2.020
H -1.961 0.931 1.594
H -0.346 0.213 1.399
H 0.502 2.405 -1.778
H -1.704 -0.281 0.307
H -0.061 2.205 -0.091
H -0.013 -2.108 -0.452
H 1.751 -2.103 -0.479
H -0.920 1.406 -1.412
H 0.932 -2.281 1.076
*
```

Values from the calculation:
* largest force on an atom: 0.2 eV/Å
* E_tot: -7390.9704 eV
* orbital gap: 8.512 eV
* energy above the lowest of the compared OMol25 structures with the same formula, charge and spin: 3.795 eV

---

A cluster of 2 separate species, C5H10O in total in a non-equilibrium geometry. Source: the OMol25 dataset; level of theory: wB97M-V/def2-TZVPD.

Structure (ORCA input):
```
! wB97M-V def2-TZVPD RIJCOSX def2/J DEFGRID3
* xyz 1 2
O 2.852 -1.850 2.108
C -1.313 0.543 -2.162
C -0.584 0.296 -0.863
C 0.264 1.325 1.165
C -0.432 1.436 -0.006
C -0.774 -0.918 -0.210
H 0.539 2.083 1.891
H -0.769 -1.024 0.864
H 0.902 0.462 1.322
H 2.548 -2.531 2.726
H -1.203 -1.741 -0.772
H -2.172 -0.126 -2.207
H 3.611 -2.212 1.637
H -0.750 0.381 -3.083
H -1.750 1.537 -2.149
H -0.970 2.337 -0.262
*
```

Values from the calculation:
* largest force on an atom: 2.3 eV/Å
* E_tot: -7384.3727 eV
* orbital gap (spin up / spin down): 9.179 / 6.644 eV
* energy above the lowest of the compared OMol25 structures with the same formula, charge and spin: 0.391 eV

---

A structure of composition C5H10O2 in a non-equilibrium geometry. Source: the OMol25 dataset; level of theory: wB97M-V/def2-TZVPD.

Structure (ORCA input):
```
! wB97M-V def2-TZVPD RIJCOSX def2/J DEFGRID3
* xyz 0 1
O 0.022 1.278 -0.570
O -0.348 -1.807 -0.732
C -0.228 -1.045 0.435
C 0.917 -0.081 0.418
C 2.119 -0.018 -0.471
C -1.343 1.109 -0.353
C -1.450 0.045 0.708
H 1.154 0.190 1.462
H 3.026 -0.504 -0.092
H -0.318 -1.162 -1.453
H -1.863 1.917 0.205
H 2.312 1.057 -0.541
H -2.474 -0.345 0.760
H -1.979 0.924 -1.253
H -1.196 0.539 1.663
H -0.266 -1.734 1.291
H 1.891 -0.389 -1.469
*
```

Values from the calculation:
* largest force on an atom: 2.4 eV/Å
* E_tot: -9439.6658 eV
* orbital gap: 10.317 eV
* energy above the lowest of the compared OMol25 structures with the same formula, charge and spin: 3.377 eV

---

A cluster of 2 separate species, C5H10O2 in total. Source: the OMol25 dataset; level of theory: wB97M-V/def2-TZVPD.

Structure (ORCA input):
```
! wB97M-V def2-TZVPD RIJCOSX def2/J DEFGRID3
* xyz 0 1
O -0.533 -0.013 -1.753
O -2.679 -0.766 -0.154
C -1.990 -0.658 1.026
C 2.891 0.291 -0.227
C 1.716 -0.165 -1.040
C 0.508 0.385 -0.961
C -2.073 0.424 1.789
H -1.372 -1.513 1.293
H -2.690 1.267 1.496
H -1.528 0.476 2.725
H -1.362 0.283 -1.350
H 2.626 1.140 0.415
H 3.270 -0.509 0.421
H 1.860 -0.982 -1.747
H 0.289 1.197 -0.266
H -2.362 -1.546 -0.628
H 3.728 0.601 -0.865
*
```

Values from the calculation:
* SMILES: C/C=C/O.C=CO
* largest force on an atom: 0.4 eV/Å
* E_tot: -9440.5098 eV
* orbital gap: 9.338 eV
* energy above the lowest of the compared OMol25 structures with the same formula, charge and spin: 2.533 eV

---

The molecule C5H10O2. Source: the OMol25 dataset; level of theory: wB97M-V/def2-TZVPD.

Structure (ORCA input):
```
! wB97M-V def2-TZVPD RIJCOSX def2/J DEFGRID3
* xyz 0 1
O -0.147 1.955 -0.408
O 0.614 -1.254 -0.116
C -0.516 -2.038 -0.413
C 0.700 1.164 0.454
C 0.768 0.047 -0.612
C -0.342 0.862 -1.310
C 0.013 0.753 1.752
H -1.252 -1.524 -1.043
H -0.432 -0.246 1.677
H -1.358 0.456 -1.247
H -0.186 -2.943 -0.935
H 1.697 0.062 -1.194
H 0.720 0.736 2.587
H 1.646 1.687 0.651
H -0.141 1.144 -2.349
H -0.782 1.468 1.980
H -1.003 -2.329 0.527
*
```

Values from the calculation:
* SMILES: CO[C@H]1CO[C@H]1C
* largest force on an atom: 0.4 eV/Å
* E_tot: -9440.1589 eV
* orbital gap: 10.517 eV
* energy above the lowest of the compared OMol25 structures with the same formula, charge and spin: 2.884 eV

---

A structure of composition C5H10O2. Source: the OMol25 dataset; level of theory: wB97M-V/def2-TZVPD.

Structure (ORCA input):
```
! wB97M-V def2-TZVPD RIJCOSX def2/J DEFGRID3
* xyz 0 1
O -0.385 -0.342 0.118
O 0.537 -1.204 -3.087
C 1.996 -0.497 0.110
C 1.119 -0.277 -0.978
C -1.171 0.833 0.253
C -1.868 0.883 1.604
C 0.795 -1.391 -1.921
H -0.538 1.730 0.131
H -2.530 0.022 1.744
H 0.981 0.716 -1.403
H 2.627 0.325 0.437
H 2.403 -1.499 0.238
H 0.864 -2.410 -1.489
H 0.690 -0.418 0.706
H -1.140 0.898 2.423
H -2.469 1.796 1.669
H -1.913 0.834 -0.555
*
```

Values from the calculation:
* largest force on an atom: 0.5 eV/Å
* E_tot: -9438.4038 eV
* orbital gap: 9.158 eV
* energy above the lowest of the compared OMol25 structures with the same formula, charge and spin: 4.639 eV

---

Question: What is the formula in the first record?
Answer: C5H10O

---

Question: What is the formula in the second record?
Answer: C5H10O

---

Question: What is the largest force on an atom in the first record?
Answer: 0.2 eV/Å